[1]
The following is a DFT calculation (ωB97M-V with the def2-TZVPD basis set) of a 2-piece molecular cluster, C6H15N3 overall in a non-equilibrium geometry.

Computed properties:
Relative energy (zero: lowest compared OMol25 entry of this formula, charge and spin): 97.6 kJ/mol
Energy: -401.8501 hartree
LUMO level: 0.88 eV
SMILES: [H]/N=C(\C)CC.[H]/N=C(/C)N
Largest force on an atom: 0.07993 Eh/bohr

The geometry in ORCA input format:
```
! wB97M-V def2-TZVPD RIJCOSX def2/J DEFGRID3
* xyz 0 1
H -0.04 -1.46 -1.78
N 0.76 -0.92 -1.46
C 0.48 0.20 -0.94
C -0.85 1.07 -1.36
C 1.59 1.10 -0.47
C 2.88 0.35 -0.15
H -1.63 0.49 -1.83
H -1.23 1.59 -0.48
H -0.51 1.84 -2.05
H 1.80 1.84 -1.25
H 1.24 1.66 0.39
H 3.24 -0.17 -1.03
H 3.64 1.03 0.19
H 2.70 -0.41 0.63
H -1.46 1.11 2.38
N -2.08 0.47 1.87
C -1.49 -0.47 1.29
C -2.27 -1.52 0.55
N -0.11 -0.73 1.36
H -1.93 -1.59 -0.48
H -3.32 -1.25 0.58
H -2.12 -2.49 1.02
H 0.25 -1.63 1.11
H 0.46 -0.10 1.91
*
```


[2]
The following is a DFT calculation (ωB97M-V with the def2-TZVPD basis set) of C2EuF6NO4S2 as an isolated structure in a non-equilibrium geometry.

Computed properties:
Energy: -2536.7802 hartree
LUMO level (spin up / spin down): -12.36 / -11.56 eV
<S²>: 12.079
Largest force on an atom: 0.13246 Eh/bohr

The geometry in ORCA input format:
```
! wB97M-V def2-TZVPD RIJCOSX def2/J DEFGRID3
* xyz 2 7
C -1.04 -2.39 -0.28
F -1.09 -3.49 -1.08
F -0.31 -1.70 -1.23
F -2.10 -2.82 0.44
Eu 0.59 -1.57 2.39
N -0.72 1.18 -0.17
S -1.73 0.17 0.43
O -1.40 -0.34 1.77
O -3.10 0.39 0.08
S 0.74 1.54 0.47
O 1.24 0.47 1.37
O 0.78 2.89 0.96
C 1.85 1.43 -1.05
F 1.50 0.39 -1.77
F 1.71 2.54 -1.73
F 3.08 1.30 -0.61
*
```